[1]
ORCA calculation (wB97M-V/def2-TZVPD) on a molecular structure, C30H53N5O8SSeSi3Ti.

XYZ file:
```
102
C30H53N5O8SSeSi3Ti | the Open Molecules 2025 dataset | wB97M-V/def2-TZVPD
Ti 1.00552 -0.18136 -0.30281
C 4.16055 -1.44107 -0.13400
O 3.22216 -0.39420 -0.35227
Si 3.56141 1.01481 -1.23781
C 5.08618 1.83518 -0.51394
C 4.02332 0.40670 -2.95961
C 1.83080 1.65453 -0.92029
Si 1.05488 2.40780 -2.46505
C -0.52924 3.37098 -2.10768
C 0.67781 0.97167 -3.65509
C 2.22722 3.58060 -3.37229
Si 1.78094 2.78489 0.61665
C 2.64382 1.92024 2.08005
C 0.05237 3.34288 1.15019
C 2.69317 4.40246 0.27446
H 5.08769 -1.03118 0.27242
H 4.37575 -1.95978 -1.06992
H 3.73988 -2.14633 0.57925
H 5.98976 1.27983 -0.77510
H 5.03860 1.91797 0.57370
H 5.20141 2.84506 -0.91773
H 5.05988 0.06151 -2.96843
H 3.93341 1.18652 -3.71919
H 3.38638 -0.42981 -3.25484
H -1.15436 3.45340 -3.00073
H -0.28221 4.38807 -1.79201
H -1.12223 2.91549 -1.31261
H 0.27234 0.09857 -3.13743
H 1.58358 0.64618 -4.17031
H -0.03826 1.26532 -4.42895
H 2.14942 4.59675 -2.97779
H 1.97593 3.62097 -4.43573
H 3.27254 3.27587 -3.28384
H 2.85918 0.87066 1.87249
H 2.02371 1.96518 2.97988
H 3.59227 2.40599 2.32051
H -0.73868 2.63143 0.91763
H -0.20079 4.28834 0.66458
H 0.04627 3.52175 2.22953
H 3.70225 4.25429 -0.11483
H 2.76759 4.99965 1.18782
H 2.13614 4.99506 -0.45862
C -6.10058 3.81287 1.76678
C -5.67486 2.40345 2.16103
S -4.66703 1.65614 0.85743
O -3.27186 1.64409 1.23239
O -5.02153 2.27698 -0.39955
C -5.22519 -0.05750 0.73224
C -4.70236 -0.74420 -0.53974
N -3.24875 -0.95897 -0.52277
C -2.29003 -0.25648 -1.17289
N -1.07344 -0.68947 -0.83999
C -1.25768 -1.74152 0.01356
C -2.58356 -1.91814 0.22664
N -3.16237 -2.94480 1.01649
O -2.39872 -3.77761 1.45693
O -4.35860 -2.93948 1.21450
C -2.57704 0.72528 -2.24414
H -6.88329 4.16637 2.43564
H -6.48440 3.82037 0.74959
H -5.25938 4.50285 1.81607
H -6.53354 1.74080 2.28338
H -5.06221 2.38261 3.06100
H -6.31387 -0.01190 0.68689
H -4.90249 -0.59137 1.62467
H -4.95969 -0.15603 -1.41728
H -5.17994 -1.71475 -0.59592
H -0.46611 -2.34194 0.42087
H -3.20423 0.25647 -3.00525
H -1.64923 1.04574 -2.69890
H -3.11235 1.58719 -1.86083
C 1.29773 -4.65724 -4.17469
N 1.20438 -5.03955 -2.77637
C 1.09001 -6.32958 -2.29891
C 1.05020 -6.25269 -0.95577
N 1.14742 -4.91400 -0.62006
C 1.15362 -4.42503 0.74596
C 1.23709 -4.17310 -1.74078
Se 1.42816 -2.34205 -1.99660
H 1.26643 -5.55632 -4.78369
H 2.22691 -4.12034 -4.35549
H 0.47298 -3.99857 -4.44059
H 1.05464 -7.18585 -2.94994
H 0.97014 -7.02675 -0.21289
H 1.72878 -5.11133 1.36409
H 0.13962 -4.36416 1.14113
H 1.61997 -3.44406 0.77693
O -1.12389 1.06540 3.58610
C -0.56873 -0.04667 4.08227
C -0.83606 -0.35557 5.41599
C -0.29842 -1.48420 5.99396
C 0.52142 -2.34719 5.25971
C 0.79886 -2.05434 3.94843
C 0.26845 -0.90517 3.34064
C 0.61603 -0.61062 1.96888
O 0.11256 0.38454 1.32451
O 1.43326 -1.31668 1.28880
H -0.91092 1.16441 2.64329
H -1.48015 0.31182 5.97427
H -0.50715 -1.69727 7.03412
H 0.93320 -3.23383 5.72187
H 1.42935 -2.70397 3.35578
```

For the max |F|, the calculation gives 2.83 eV Å⁻¹. The orbital gap (alpha / beta) is 7.029 / 7.371 eV. The calculation puts the total energy at -6568.18982 hartree. As for the expectation value of S²: 0.754. Its spin multiplicity is 2. The molar mass comes out at 854.93 g/mol. The total charge is +1.

=====

[2]
ORCA calculation (wB97M-V/def2-TZVPD) on a molecular structure, C30H53NOsP2.

XYZ file:
```
87
C30H53NOsP2 | the Open Molecules 2025 dataset | wB97M-V/def2-TZVPD
Os -0.59487 0.21045 -0.28895
C -2.02744 1.71053 0.08905
C -2.47808 0.85538 -0.97202
C -2.17977 -0.45476 0.92115
C -1.88847 0.90292 1.26485
C -2.57541 -0.48465 -0.46012
C -2.01912 3.21169 0.06262
H -1.64497 3.57278 -0.89836
H -1.39137 3.60983 0.86427
H -3.03837 3.60253 0.19888
C -1.76833 1.38191 2.67654
H -1.69798 2.47100 2.71645
H -0.88375 0.96091 3.17035
H -2.64686 1.06122 3.25377
C -2.34905 -1.54479 1.93910
H -3.36066 -1.51795 2.37401
H -1.62960 -1.41166 2.75309
H -2.19394 -2.52819 1.49288
C -3.24262 -1.64178 -1.13536
H -4.31470 -1.44630 -1.27241
H -3.13458 -2.54979 -0.53659
H -2.79102 -1.79739 -2.11688
C -2.98913 1.32826 -2.28992
H -4.03933 1.63954 -2.21809
H -2.90764 0.51941 -3.01380
H -2.39814 2.17822 -2.64106
C 1.35619 0.62672 -3.00662
C 0.26445 1.40280 -3.20597
C -0.34145 1.55724 -4.56860
C -1.27115 0.41020 -5.04964
C -1.29732 -0.82290 -4.18474
C -0.20664 -1.59846 -4.06386
C 1.08672 -1.27314 -4.76260
C 1.96684 -0.16154 -4.13120
H 0.44623 1.69657 -5.33146
H -0.95728 0.14973 -6.07707
H -0.91606 2.49805 -4.58074
H 2.26877 0.52042 -4.94649
H 1.91755 0.63563 -2.06488
H -0.14826 2.03963 -2.41384
H 2.90683 -0.61030 -3.77796
H 1.68303 -2.19758 -4.80913
H -0.25416 -2.59069 -3.61301
H 0.90221 -0.99127 -5.81320
H -2.29206 0.80739 -5.14676
H -2.27456 -1.15392 -3.82470
P 1.31947 1.66631 0.44301
C 1.16122 2.45417 2.09680
H 2.07785 3.01945 2.33030
H 1.00638 1.70604 2.89068
H 0.31785 3.15589 2.11463
C 2.97733 0.91284 0.56764
H 3.64675 1.59309 1.11502
H 3.40481 0.73472 -0.42658
H 2.93172 -0.04331 1.10616
C 1.55823 3.12331 -0.64069
H 1.81987 2.80488 -1.65617
H 2.35730 3.75765 -0.23180
H 0.63186 3.70892 -0.69441
P 0.65970 -1.88024 -0.25025
C -0.33354 -3.24339 -0.94741
H 0.31271 -4.11151 -1.14638
H -0.78877 -2.92466 -1.89132
H -1.13586 -3.54111 -0.26251
C 2.18700 -2.01960 -1.22663
H 1.98927 -1.73763 -2.26942
H 2.54106 -3.06164 -1.19975
H 2.97712 -1.37066 -0.82903
C 1.08945 -2.44829 1.43142
H 1.40506 -3.50193 1.41364
H 0.22621 -2.35835 2.09965
H 1.89529 -1.83796 1.85321
C -1.20142 -0.77560 5.53931
C 0.19383 -0.83576 5.06460
C 1.03157 -1.99811 5.21290
C 2.32150 -1.59598 4.86117
C 2.22146 -0.21048 4.49277
C 3.36774 0.65906 4.18168
N 0.91795 0.20280 4.55516
H -1.84595 -0.19698 4.86915
H -1.25649 -0.32246 6.54175
H -1.58854 -1.80012 5.61483
H 0.66747 -2.95917 5.55043
H 3.24217 -2.16731 4.85349
H 3.52164 1.41792 4.96525
H 4.27760 0.04862 4.11719
H 3.23947 1.19265 3.22956
```

For the max |F|, the calculation gives 6.87 eV Å⁻¹. The orbital gap (alpha / beta) is 5.696 / 2.768 eV. The calculation puts the total energy at -2002.32914 hartree. As for the expectation value of S²: 6.013. Its spin multiplicity is 5. The molar mass comes out at 679.94 g/mol. The total charge is +2.

=====

> max |F| of number 1 (C30H53N5O8SSeSi3Ti)?

2.83 eV Å⁻¹

=====

> Which of these has the lowest max |F|?

C30H53N5O8SSeSi3Ti

=====

> Look up the molar mass of the first one.

854.93 g/mol

=====

> Among the records above, which one has the lowest expectation value of S²?

C30H53N5O8SSeSi3Ti